P) C5H9N3O | wB97M-V/def2-TZVPD

```
18
C5H9N3O (wB97M-V/def2-TZVPD)
C -0.65874 2.51112 -1.19005
C -0.15248 1.39358 -0.33618
C 0.93601 0.67478 -0.61215
N 1.50510 -0.26597 0.21881
C 0.83112 -1.11601 0.89016
N 1.43697 -1.93946 1.78450
C -0.65861 -1.38489 0.73101
N -1.04675 -1.63752 -0.53393
O -1.40615 -1.42503 1.68716
H -0.62300 3.45635 -0.64590
H -0.06788 2.61212 -2.09486
H -1.69917 2.33186 -1.47035
H -0.69290 1.20489 0.57145
H 1.54048 0.89288 -1.48333
H 0.84214 -2.41620 2.44199
H 2.36576 -1.69181 2.08219
H -2.02981 -1.72796 -0.73035
H -0.42209 -1.47271 -1.31016
```

Summary:
Gap between HOMO and LUMO (eV): 9.134
SMILES: C/C=C/N=C(/N)C(N)=O
HOMO energy (eV): -8.19
Charge: 0
Spin multiplicity: 1



Q) C5H9N3O | wB97M-V/def2-TZVPD

```
18
C5H9N3O (wB97M-V/def2-TZVPD)
C 0.18004 -0.51933 0.62349
C -0.66748 1.13879 0.70728
C -0.37323 -0.19619 -0.62810
N -1.30359 -0.72568 -1.44596
N 1.80837 -1.32435 -1.17734
C 1.15227 -0.23773 -0.49921
C -0.29208 2.36681 0.33738
O -1.62003 0.90227 1.62071
N -0.11405 -1.35317 1.60970
H -1.42889 -0.03667 1.94022
H -1.41803 -0.33148 -2.36992
H -2.13069 -1.12939 -1.02397
H 0.66221 -1.36548 2.27348
H 2.76715 -1.43226 -0.86664
H 1.32865 -2.20647 -1.01184
H 1.72174 0.68513 -0.48107
H 0.45549 2.52978 -0.42490
H -0.72786 3.23542 0.81670
```

Summary:
Gap between HOMO and LUMO (eV): 9.018
HOMO energy (eV): -8.32
Charge: 0
Spin multiplicity: 1



So which one wins? Going from most stable to least: P), Q).